Record 1
# C24H17N3O2S2

An isolated molecule of C24H17N3O2S2 (the ωB97M-V functional and the def2-TZVPD basis, the OMol25 dataset).

Geometry as XYZ:
```
48
Properties=species:S:1:pos:R:3:forces:R:3
C -1.3258 0.7449 -4.2177 -0.2013 0.0380 -0.1892
O -0.2357 0.6131 -3.3364 0.3497 0.1552 0.1981
C 0.5965 1.6764 -3.1554 0.1993 0.0699 0.1121
C 0.5012 2.8630 -3.8723 -0.2287 -0.1582 -0.1422
C 1.3682 3.9128 -3.6199 0.0464 0.0275 0.0675
C 2.3380 3.7999 -2.6409 0.0221 0.1507 -0.0391
C 2.4380 2.6272 -1.9180 -0.1225 -0.1262 -0.1275
C 1.5880 1.5537 -2.1632 -0.0918 0.1899 -0.3411
C 1.7060 0.3643 -1.3287 -0.2779 -0.7934 -0.2158
C 1.2782 -0.9030 -1.6085 0.0933 -0.1655 0.2719
S 1.5442 -1.9627 -0.2838 0.4952 0.9269 0.0839
C 2.2005 -0.5784 0.5988 -0.3626 -1.1034 -1.0681
N 2.5597 -0.7009 1.9283 0.5429 0.0614 0.5059
C 1.6681 -0.9601 2.9446 0.1407 0.1044 -0.1334
O 2.0312 -1.0854 4.0882 -0.0904 -0.0798 0.2342
C 0.2582 -1.0403 2.4525 -0.6355 0.3087 0.0380
C -0.2620 0.0229 1.7605 -0.0718 -0.3356 0.3393
C -1.5117 -0.1151 1.1099 0.1652 -0.6655 0.4364
C -1.9795 0.9188 0.2146 -0.1918 0.7770 -0.5064
C -3.1141 0.8987 -0.5537 0.3097 -0.1665 0.3417
C -3.2473 2.0378 -1.3665 0.0581 0.2529 -0.1051
C -2.2140 2.9110 -1.2151 0.2450 0.0167 0.1986
S -1.0587 2.3639 -0.0750 -0.5552 -0.2839 -0.1657
N -2.2459 -1.2014 1.2185 -0.1806 0.5349 -0.3347
C -1.8037 -2.2175 1.9771 0.5512 -0.2373 0.3767
C -2.6230 -3.3590 2.1111 0.0182 -0.1979 0.1165
C -2.1931 -4.4365 2.8332 -0.2192 0.1035 -0.1357
C -0.9312 -4.4284 3.4487 0.2917 0.0771 0.0656
C -0.1096 -3.3402 3.3378 0.0028 -0.2475 0.1147
C -0.5280 -2.2092 2.6132 -0.2527 0.2070 -0.2134
N 2.2417 0.5048 -0.0802 0.2657 0.5140 0.5696
H -1.9717 1.5813 -3.9348 0.0559 -0.0439 -0.0049
H -0.9932 0.8690 -5.2534 -0.0012 0.0070 0.0450
H -1.8855 -0.1850 -4.1287 -0.0079 0.0724 -0.0390
H -0.2517 2.9797 -4.6358 -0.0805 -0.0269 -0.0544
H 1.2753 4.8232 -4.1934 -0.0065 0.0695 -0.0527
H 3.0088 4.6208 -2.4397 0.0672 0.0721 0.0176
H 3.1772 2.5199 -1.1402 0.0548 0.0035 0.0758
H 0.8314 -1.2702 -2.5070 -0.1453 0.0107 -0.1882
H 3.5045 -0.4597 2.2013 -0.1257 -0.0495 0.0351
H 0.2878 0.9467 1.6591 0.1453 -0.0249 -0.0251
H -3.8109 0.0823 -0.5199 -0.1055 -0.1779 0.0265
H -4.0746 2.2038 -2.0342 -0.1189 0.0619 -0.1120
H -2.0571 3.8519 -1.7056 -0.0094 0.1885 -0.1204
H -3.5874 -3.3457 1.6282 -0.0922 0.0062 -0.0659
H -2.8238 -5.3075 2.9354 -0.0708 -0.0482 -0.0092
H -0.6125 -5.2911 4.0146 0.0526 -0.0504 0.0489
H 0.8551 -3.3226 3.8217 0.0732 -0.0250 0.0698
```
Positions in Å, forces in eV/Å.

- relative energy (zero: lowest compared OMol25 entry of this formula, charge and spin) (kcal per mole) = 3.5
- SMILES = COc1ccccc1-c1csc(NC(=O)c2cc(-c3cccs3)nc3ccccc23)n1
- F_max (eV Å⁻¹) = 1.58

Record 2
# C24H18BrN3O3S

An isolated molecule of C24H18BrN3O3S (the ωB97M-V functional and the def2-TZVPD basis, the OMol25 dataset).

Geometry as XYZ:
```
50
Properties=species:S:1:pos:R:3:forces:R:3
O -4.0546 4.3971 -2.1087 -0.0562 -0.2452 0.8966
C -4.3802 4.4102 -0.9279 0.3473 -0.1582 -0.8065
N -3.6587 3.7615 0.0635 -0.3950 0.0910 -0.6005
C -2.5774 2.8527 -0.0743 0.3139 0.0103 -0.9172
C -2.0483 2.3815 1.1199 0.7369 -0.6971 0.4008
C -0.9872 1.4771 1.1804 -0.3209 0.0524 -1.0803
C -0.4429 1.0460 -0.0432 0.7209 0.0024 0.1513
C 0.6900 0.1250 0.0560 1.2880 -1.8602 -1.0754
N 1.2165 -0.5565 -0.9420 -1.8782 0.7713 1.3425
N 2.0879 -1.5925 -0.7137 1.3554 0.2994 2.2795
S 2.4247 -2.1987 0.8606 0.1329 1.2202 2.5042
O 1.2028 -2.6379 1.5012 0.2016 -0.5577 -0.9963
O 3.0988 -1.1847 1.6933 -0.0678 -1.3080 -2.1696
C 3.5011 -3.6667 0.5764 1.2200 1.7289 -0.1989
C 2.8946 -4.8851 0.4106 -0.8608 -2.4332 -0.6347
C 3.6617 -6.0245 0.1430 -1.4273 0.9303 0.4212
C 5.0493 -5.9396 0.1075 0.4629 -0.5750 -0.6558
C 5.8189 -7.0890 -0.2019 1.3810 -0.1331 -0.2398
C 7.2035 -6.9978 -0.3098 -1.4307 -0.6182 0.1010
C 7.8366 -5.7564 -0.1532 -0.2880 0.9205 0.4172
C 7.1193 -4.6183 0.1599 0.4645 -0.1023 -0.4401
C 5.6908 -4.6910 0.2725 0.7385 -0.0596 0.2337
C 4.9042 -3.5718 0.5254 -1.2259 1.8302 0.4507
C -0.9469 1.5017 -1.2542 -0.9198 0.6370 0.1963
C -2.0120 2.4039 -1.2998 0.0720 -0.0492 0.7911
C -5.6180 5.1799 -0.5299 -1.1032 1.5179 0.6253
C -6.4733 5.7026 -1.5569 0.5494 -0.9571 0.2747
C -7.5818 6.4856 -1.2740 0.2543 -0.1329 0.2688
C -7.8385 6.8281 0.0500 -0.4620 -0.1369 0.7010
C -7.0710 6.3101 1.1032 0.8352 0.2946 -0.9148
Br -7.4346 6.7990 2.9237 0.0510 -0.1911 -0.6503
C -5.9202 5.5522 0.8132 -0.4640 -0.4956 -0.7298
H -4.0071 3.8075 1.0058 -0.1383 0.0966 -0.0678
H -2.4459 2.7148 2.0543 -0.4064 0.2787 0.4314
H -0.6053 1.0490 2.1211 -0.2761 0.5131 -0.4870
H 1.0091 -0.0091 1.0917 0.1570 -0.3049 -0.2008
H 2.1652 -2.3309 -1.3800 -0.3607 0.0108 -0.8227
H 1.8095 -5.0381 0.4520 0.4249 0.4977 0.0483
H 3.1422 -6.9712 -0.0462 0.3605 0.3467 0.1799
H 5.2840 -8.0136 -0.4095 0.2353 0.0519 0.2001
H 7.8273 -7.8725 -0.5048 -0.3756 0.1869 -0.0819
H 8.9066 -5.7331 -0.2854 0.1403 0.2572 0.0693
H 7.6454 -3.6440 0.2337 -0.5557 -0.7321 0.0778
H 5.3797 -2.5890 0.7240 -0.3694 -0.7127 -0.2814
H -0.5436 1.1570 -2.1913 0.2524 -0.1161 -0.0388
H -2.3549 2.7381 -2.2660 -0.2444 0.1678 0.1798
H -6.3178 5.4370 -2.5995 0.3894 -0.0765 0.2842
H -8.2600 6.8115 -2.0837 0.5825 -0.1037 0.6124
H -8.6847 7.4708 0.2685 0.0640 -0.0925 0.1164
H -5.3050 5.2122 1.6446 -0.1057 0.1353 -0.1651
```
Positions in Å, forces in eV/Å.

- SMILES = O=C(Nc1ccc(/C=N/NS(=O)(=O)c2ccc3ccccc3c2)cc1)c1cccc(Br)c1
- F_max (eV Å⁻¹) = 2.79

Record 3
# C24H18F3N

A cluster of 2 separate species, C24H18F3N in total (the ωB97M-V functional and the def2-TZVPD basis, the OMol25 dataset).

Geometry as XYZ:
```
46
Properties=species:S:1:pos:R:3:forces:R:3
F 3.0547 1.3385 1.2460 -0.0561 -0.8282 0.5350
C 2.7442 0.1666 1.8789 0.0985 0.0506 -0.0161
F 3.4473 -0.8258 1.2535 -0.3308 0.7346 0.5382
F 3.2405 0.2627 3.1584 -0.0432 -0.0305 -0.9335
C 1.2660 -0.1008 1.8889 0.6152 -0.0704 -0.0680
C 0.8055 -1.4193 1.9392 -0.2929 0.2904 -0.0191
C -0.5554 -1.6625 1.9790 -0.3961 0.0567 0.0922
C -1.5093 -0.5971 1.9936 0.8822 0.3446 -0.0621
C -2.9046 -0.8222 2.0692 0.1802 -0.4621 0.3472
C -3.8263 0.2138 2.0835 -1.8722 1.0559 -0.0265
N -4.6903 1.0175 2.0861 1.3266 -1.0692 0.1989
C -0.9860 0.7290 1.9283 0.0532 -0.1178 0.0957
C 0.3759 0.9692 1.8895 -0.3896 -0.1242 0.0029
H 1.5191 -2.2390 1.9457 -0.1624 0.1121 -0.0480
H -0.9172 -2.6933 2.0028 0.0777 0.2954 0.0190
H -3.2853 -1.8397 2.0672 -0.0165 0.1881 -0.0369
H -1.6738 1.5747 1.9109 0.1038 -0.2360 0.0234
H 0.7455 1.9916 1.8588 -0.0451 -0.2111 -0.0482
C -6.2104 0.0305 5.5010 0.7411 -0.1677 -0.1623
C -7.6187 -0.1535 5.6462 -1.3547 -0.2691 -0.0814
C -8.5230 0.8414 5.1754 0.4296 -0.3295 0.2316
C -9.8946 0.7087 5.3549 -0.1014 -0.2429 0.1184
C -10.4204 -0.4274 5.9936 0.4941 0.1559 -0.1057
C -9.5510 -1.4340 6.4403 0.1573 0.0868 -0.0844
C -8.1755 -1.3093 6.2672 0.0016 0.4056 -0.1854
C -5.2549 -0.9117 5.8666 -0.1456 0.0742 -0.2877
C -3.9028 -0.6121 5.9750 -0.2688 0.1699 -0.4301
C -2.9294 -1.5646 6.4163 0.8192 -0.8531 0.3807
C -1.7484 -1.1484 7.0901 -0.5180 -0.0903 -0.2597
C -0.8825 -2.0818 7.6501 -0.0575 -0.2690 -0.1096
C -1.1355 -3.4568 7.5100 -0.2324 0.3995 -0.1387
C -2.2667 -3.8866 6.7993 0.0170 0.1740 -0.0493
C -3.1481 -2.9595 6.2536 0.0525 0.3118 0.3243
H -5.8606 0.9666 5.0580 -0.0818 -0.0979 0.2872
H -8.1020 1.7108 4.6670 -0.2008 -0.1833 0.1449
H -10.5686 1.4906 5.0000 0.2327 -0.2487 0.0865
H -11.4968 -0.5301 6.1427 0.3449 0.0533 -0.0665
H -9.9507 -2.3238 6.9303 0.1070 0.2830 -0.1612
H -7.5066 -2.0994 6.6143 -0.3568 0.2486 -0.0171
H -5.5832 -1.9308 6.0972 0.1734 0.4954 0.0944
H -3.5835 0.4212 5.8235 -0.0655 -0.2185 0.0107
H -1.5696 -0.0764 7.1952 0.0531 -0.3221 0.0158
H -0.0017 -1.7452 8.2000 -0.2716 -0.0955 -0.2067
H -0.4544 -4.1893 7.9466 -0.2020 0.2497 -0.1359
H -2.4631 -4.9530 6.6732 0.1026 0.3265 0.0271
H -4.0318 -3.2857 5.6993 0.3984 -0.0256 0.1661
```
Positions in Å, forces in eV/Å.

- F_max (eV Å⁻¹) = 2.15

Record 4
# C24H18F3NO5

A cluster of 2 separate species, C24H18F3NO5 in total (the ωB97M-V functional and the def2-TZVPD basis, the OMol25 dataset).

Geometry as XYZ:
```
51
Properties=species:S:1:pos:R:3:forces:R:3
F -1.8199 1.9225 4.5230 -0.0532 0.4825 -1.5596
C -1.8513 2.2207 3.1764 0.0257 -0.1123 0.6981
C -3.0975 2.2934 2.5449 0.5006 0.0665 -0.5000
C -3.0923 2.6001 1.1769 -1.0551 0.2395 -0.1921
F -4.3028 2.7744 0.5397 1.4605 -0.3136 0.8540
C -1.9345 2.7519 0.4432 1.0092 -0.2595 0.0331
C -0.6572 2.6091 1.0924 -1.4265 0.0273 0.8444
C 0.5178 2.6670 0.3019 0.5867 0.2228 0.7158
C 1.8665 2.6047 0.7626 0.7442 -0.4381 0.1967
C 2.8959 3.1991 -0.0316 -0.8343 -0.2091 -0.4884
C 4.2315 3.1047 0.3015 0.2766 -0.0905 0.8811
C 4.6034 2.5227 1.5289 -0.1410 0.1302 -0.7098
C 3.6074 1.9655 2.3268 -0.3728 -0.2616 0.7390
F 3.9639 1.4301 3.5448 -0.3327 0.3502 -1.2691
C 2.2719 1.9300 1.9541 0.4728 0.3298 0.2066
C -0.6558 2.4478 2.5161 -0.1687 -0.1656 -0.1870
H -4.0207 2.1329 3.0929 0.1360 0.0686 -0.1012
H -1.9576 2.9784 -0.6226 -0.2109 -0.1721 0.0901
H 0.3697 2.7718 -0.7644 0.0932 0.3099 -0.2889
H 2.5972 3.7040 -0.9494 0.0831 -0.2369 -0.0444
H 4.9840 3.5018 -0.3808 -0.2264 -0.0575 0.3028
H 5.6477 2.4724 1.8391 -0.3241 -0.0174 -0.0243
H 1.5677 1.3914 2.5778 0.3663 -0.0866 -0.1997
H 0.2619 2.4912 3.0965 -0.4767 0.0187 -0.1180
C -4.7202 3.1732 -3.4538 -0.3758 0.2162 0.1272
C -3.4231 2.8016 -4.1064 -0.5487 0.0116 0.1989
O -2.3615 3.2138 -3.2201 -0.3741 -0.2528 -0.3477
C -1.1740 2.8315 -3.7613 0.9501 -0.2119 -0.8489
C -0.0150 3.2675 -3.0220 -0.6419 -0.2082 -0.8262
C 1.2764 3.1468 -3.5703 -0.2699 -0.2651 0.0910
O 2.3109 3.2939 -2.8886 0.2800 0.3249 0.0408
C 1.5086 2.8045 -5.0426 0.5481 -0.1615 -0.3088
C 0.8947 3.4620 -6.1283 0.5243 -0.0071 0.3181
C 1.2912 3.2024 -7.4320 0.2101 -0.7245 -0.0497
C 2.2490 2.1949 -7.6772 -0.5132 0.5006 1.9158
N 2.4249 1.6783 -8.9889 0.7045 -0.8104 -2.7754
O 3.2343 0.7368 -9.1490 -1.3937 1.5984 0.2197
O 1.7616 2.1724 -9.9265 1.1002 -0.7971 1.6325
C 2.9227 1.5833 -6.6084 -0.4296 -0.0518 -0.3526
C 2.5444 1.8910 -5.3085 0.0154 0.2743 0.1267
O -1.1833 2.1841 -4.8116 0.3181 0.3570 0.9522
H -5.5427 2.7889 -4.0593 -0.0478 0.0437 0.0289
H -4.8050 2.7383 -2.4543 0.0100 0.0609 -0.0538
H -4.8282 4.2597 -3.3846 -0.0239 -0.1180 0.0972
H -3.3750 1.7163 -4.2669 0.1116 0.3699 -0.0440
H -3.3222 3.3117 -5.0778 0.1094 -0.2947 0.3439
H -0.1691 3.8276 -2.1074 0.0704 0.0736 -0.1878
H 0.1068 4.1900 -5.9555 0.1869 -0.1208 0.0563
H 0.8339 3.7135 -8.2708 -0.0187 -0.1515 0.0974
H 3.6933 0.8395 -6.8015 -0.2787 0.1912 -0.0277
H 3.0796 1.4103 -4.4803 -0.3559 0.3280 -0.3031
```
Positions in Å, forces in eV/Å.

- F_max (eV Å⁻¹) = 2.98

no.,LUMO (eV)
1,-0.274
2,-0.349
3,-2.972
4,-3.915